The following is a quantum chemistry calculation of a 2-piece molecular cluster, C4H9NO overall at a distorted geometry, from OMol25.

Geometry as XYZ:
```
15
Properties=species:S:1:pos:R:3
N -0.40 1.59 0.89
C -0.60 0.71 -0.28
C -1.31 1.31 -1.27
C -1.13 -1.71 -0.58
C -0.40 -0.72 -0.02
H -1.30 1.96 1.12
H 0.36 2.24 0.78
H -1.42 0.62 -2.14
H -1.27 2.38 -1.43
H -0.75 -2.73 -0.44
H -1.94 -1.50 -1.24
H 0.30 -0.87 0.79
H 2.55 -0.91 1.21
H 3.81 -1.64 1.25
O 3.49 -0.74 1.36
```

LUMO ... 0.476 eV
Energy above the lowest of the compared OMol25 structures with the same formula, charge and spin ... 2.965 eV
Frontier orbital gap ... 9.594 eV
Structure (SMILES) ... C=CC(=C)N.O
Spin multiplicity ... 1
Net charge ... 0

Mulliken population analysis, charges in e, atoms 1 to 4:
1. N -0.588
2. C 0.434
3. C -0.844
4. C -0.817